Record 1
Entry from the Open Molecules 2025 dataset: C32H40N3O14OsSeSi as an isolated structure (wB97M-V/def2-TZVPD).

```
92
C32H40N3O14OsSeSi (wB97M-V/def2-TZVPD)
Os 0.3404 -0.3532 -0.2824
O 3.4123 0.9893 -3.2285
C 2.5690 0.7148 -2.2554
O 1.3705 0.6143 -2.3868
C 3.2214 0.5687 -0.9195
C 4.5491 0.8678 -0.7021
C 5.0410 0.7942 0.5931
C 4.1695 0.4675 1.6163
C 2.8455 0.1998 1.3163
N 2.3872 0.2027 0.0602
C 1.8220 -0.1448 2.3672
O 2.0599 0.1701 3.6200
O 0.8613 -0.8194 2.0675
H 2.9370 1.0962 -4.0655
H 5.1731 1.1596 -1.5346
H 6.0822 1.0025 0.8007
H 4.5200 0.4115 2.6379
H 2.6098 0.9598 3.6905
O 1.0660 2.3984 1.7704
C 0.4191 2.6150 0.7476
O -0.0946 1.7220 -0.0372
C 0.2284 4.0548 0.3429
C 0.9505 5.0194 1.0287
C 0.8466 6.3392 0.6430
C 0.0237 6.7412 -0.3860
C -0.6816 5.7626 -1.0565
C -0.5851 4.4219 -0.7232
N -1.5577 6.1786 -2.1743
O -1.6309 7.3658 -2.4118
O -2.1288 5.3013 -2.7952
N 1.6657 7.3534 1.3411
O 1.3724 8.5192 1.1736
O 2.5767 6.9436 2.0391
H 1.5901 4.7422 1.8514
H -0.0525 7.7801 -0.6678
H -1.1214 3.6776 -1.2895
C -5.6421 1.3223 -1.3644
C -4.2014 1.4695 -0.8848
C -3.2665 1.5547 -2.0933
C -4.0634 2.6886 0.0176
O -3.8886 0.3302 -0.0714
Si -3.1145 -1.0624 -0.2894
O -1.4651 -0.8596 -0.2679
O -3.5937 -1.6724 -1.7128
C -3.0877 -2.6126 -2.6724
C -2.5218 -3.8356 -1.9627
C -2.0193 -1.9375 -3.5338
C -4.2764 -3.0116 -3.5381
O -3.5275 -2.0636 0.9156
C -3.7534 -1.9074 2.3424
C -4.4498 -3.1926 2.7729
C -4.6463 -0.7088 2.6458
C -2.4218 -1.7488 3.0726
H -5.9107 2.1721 -1.9963
H -6.3225 1.2809 -0.5120
H -5.7446 0.3992 -1.9396
H -3.4093 2.5013 -2.6132
H -3.4780 0.7373 -2.7876
H -2.2277 1.4647 -1.7664
H -4.2409 3.6040 -0.5483
H -3.0589 2.7149 0.4515
H -4.7832 2.6331 0.8364
H -1.6186 -3.5618 -1.4183
H -2.2796 -4.6185 -2.6833
H -3.2467 -4.2205 -1.2419
H -1.2691 -1.4653 -2.8995
H -2.4677 -1.1642 -4.1617
H -1.5312 -2.6742 -4.1761
H -5.0369 -3.4936 -2.9197
H -3.9598 -3.7053 -4.3201
H -4.7157 -2.1249 -3.9990
H -5.4164 -3.2715 2.2738
H -4.6024 -3.1986 3.8533
H -3.8454 -4.0555 2.4866
H -5.5549 -0.7500 2.0423
H -4.1354 0.2300 2.4239
H -4.9208 -0.7224 3.7024
H -1.8659 -2.6857 3.0706
H -2.5914 -1.4519 4.1093
H -1.8170 -0.9769 2.5907
Se 1.2338 -2.3488 -1.2911
C 0.7084 -3.9777 -0.5016
C 1.3177 -5.1308 -0.9964
C 0.9620 -6.3591 -0.4697
C -0.0031 -6.4332 0.5284
C -0.6006 -5.2777 1.0191
C -0.2460 -4.0410 0.5109
H 2.0635 -5.0590 -1.7797
H 1.4286 -7.2600 -0.8465
H -0.2943 -7.3989 0.9235
H -1.3519 -5.3475 1.7962
H -0.7037 -3.1340 0.8774
```

* charge: +1
* HOMO (alpha / beta): -11.59 / -11.72 eV
* electronic energy: -142654.6401 eV
* spin multiplicity: 5
* energy above the lowest of the compared OMol25 structures with the same formula, charge and spin: 0.0 kcal/mol
* LUMO (alpha / beta): -4.51 / -5.54 eV
* HOMO-LUMO gap (alpha / beta): 7.1 / 6.2 eV

---

Record 2
Entry from the Open Molecules 2025 dataset: C32H40N3O3SiTm as an isolated structure (wB97M-V/def2-TZVPD).

```
80
C32H40N3O3SiTm (wB97M-V/def2-TZVPD)
Tm -0.2854 -0.1583 -0.1310
O -6.0977 0.5248 3.7902
C -5.0281 0.2170 4.3332
O -4.6411 0.1698 5.5066
C -3.9413 -0.2760 3.2970
C -4.2433 -0.3720 1.9479
C -3.2253 -0.5925 1.0332
N -1.9637 -0.8189 1.4316
C -1.6659 -0.7438 2.7375
C -2.6252 -0.4374 3.6919
C -0.2414 -0.9485 3.0921
C 0.1945 -1.0207 4.4142
C 1.5386 -1.2071 4.6728
C 2.4237 -1.3337 3.6103
C 1.9189 -1.2343 2.3316
N 0.6244 -1.0404 2.0684
C -3.4512 -0.5358 -0.4345
C -4.6543 -0.0596 -0.9505
C -4.8245 0.0202 -2.3196
C -3.7809 -0.3643 -3.1498
C -2.6045 -0.7819 -2.5615
N -2.4281 -0.8723 -1.2409
H -5.2777 -0.2310 1.6675
H -2.4002 -0.3040 4.7405
H -0.5084 -0.9332 5.2279
H 1.8941 -1.2512 5.6937
H 3.4788 -1.5027 3.7703
H 2.5643 -1.3113 1.4635
H -5.4377 0.2688 -0.2847
H -5.7517 0.3939 -2.7325
H -3.8721 -0.3279 -4.2257
H -1.7524 -1.0537 -3.1767
C 1.4464 -3.7754 -0.0701
C 0.6953 -4.0207 1.0701
C -0.6902 -3.9435 1.0244
C -1.3292 -3.6499 -0.1718
C -0.5790 -3.4346 -1.3240
C 0.8108 -3.4829 -1.2712
H 2.5274 -3.8277 -0.0308
H 1.1895 -4.2774 1.9991
H -1.2768 -4.1388 1.9135
H -2.4105 -3.6429 -0.2205
H -1.0824 -3.2936 -2.2724
H 1.3917 -3.3492 -2.1749
C 3.8959 -0.1020 -0.8824
Si 2.1758 0.7603 -1.0394
C 2.5142 2.4687 -0.1122
C 3.9239 3.0254 -0.3177
C 1.5099 3.5527 -0.5331
C 2.3053 2.1959 1.3845
C 1.9599 0.9280 -2.9860
C 0.7173 1.7700 -3.3150
C 3.1716 1.5183 -3.7080
C 1.7078 -0.4881 -3.5222
H 4.6687 0.4684 -1.4019
H 3.8807 -1.1107 -1.3045
H 4.2022 -0.1886 0.1643
H 4.1166 3.2320 -1.3723
H 4.6918 2.3355 0.0393
H 4.0370 3.9666 0.2330
H 1.7668 3.9738 -1.5074
H 1.5188 4.3777 0.1901
H 0.4948 3.1627 -0.5772
H 2.9840 1.4266 1.7648
H 1.2734 1.8829 1.5851
H 2.4841 3.1112 1.9595
H 0.8953 2.8319 -3.1465
H -0.1424 1.4769 -2.6994
H 0.4358 1.6410 -4.3673
H 3.4237 2.5072 -3.3203
H 2.9697 1.6167 -4.7814
H 4.0468 0.8761 -3.5893
H 0.8219 -0.9317 -3.0463
H 2.5580 -1.1489 -3.3355
H 1.5299 -0.4629 -4.6031
C -2.2599 2.4807 0.0830
O -1.2658 1.5493 -0.2056
H -2.1382 3.3866 -0.5215
H -2.2440 2.7767 1.1373
H -3.2596 2.0874 -0.1315
```

* HOMO (alpha / beta): -7.69 / -7.66 eV
* electronic energy: -81855.9208 eV
* spin multiplicity: 3
* LUMO (alpha / beta): -1.14 / -1.14 eV
* HOMO-LUMO gap (alpha / beta): 6.5 / 6.5 eV

---

Record 3
Entry from the Open Molecules 2025 dataset: C32H41AuN4P2 as an isolated structure (wB97M-V/def2-TZVPD).

```
80
C32H41AuN4P2 (wB97M-V/def2-TZVPD)
Au 1.6948 1.4237 -0.4849
C -0.7778 2.0173 -2.8153
P -0.4326 2.1038 -1.0314
C -1.5981 0.8052 -0.4092
N -2.5406 0.4518 -1.2377
C -3.2402 -0.6821 -0.9558
C -4.2462 -1.1222 -1.8448
C -4.8791 -2.3109 -1.6151
C -4.5367 -3.1035 -0.4949
C -3.5799 -2.6855 0.3857
C -2.9193 -1.4551 0.1721
N -1.9832 -1.0304 1.0630
C -1.3463 0.0776 0.8101
P -0.1228 0.7224 2.0476
C 0.9285 -0.7648 2.2358
C -1.1584 0.6982 3.6217
C -0.3692 1.5484 4.6241
C -2.5035 1.3741 3.3454
C -1.4013 -0.6864 4.2220
C -1.0451 3.7877 -0.5274
C -0.5042 4.7773 -1.5693
C -0.4824 4.1799 0.8387
C -2.5728 3.8289 -0.5034
H -1.8070 2.2748 -3.0584
H -0.5855 0.9954 -3.1401
H -0.0832 2.6765 -3.3332
H -4.4800 -0.5022 -2.7007
H -5.6481 -2.6551 -2.2947
H -5.0455 -4.0453 -0.3357
H -3.3018 -3.2693 1.2535
H 0.3367 -1.6791 2.2766
H 1.5165 -0.6667 3.1503
H 1.6241 -0.7989 1.3973
H -0.2789 2.5827 4.2861
H 0.6397 1.1582 4.7791
H -0.8765 1.5459 5.5931
H -2.3851 2.3375 2.8435
H -3.0195 1.5594 4.2916
H -3.1497 0.7447 2.7313
H -0.4710 -1.1438 4.5620
H -1.8736 -1.3579 3.5076
H -2.0564 -0.5908 5.0940
H 0.5729 4.6615 -1.7135
H -0.6842 5.7946 -1.2151
H -0.9998 4.6682 -2.5336
H 0.6060 4.1000 0.8578
H -0.8665 3.5519 1.6395
H -0.7631 5.2154 1.0481
H -3.0063 3.5605 -1.4687
H -2.9066 4.8402 -0.2565
H -2.9788 3.1492 0.2479
C 5.5289 -2.3422 -2.2026
C 4.3849 -1.6926 -2.7168
C 3.7336 -0.7553 -1.9682
C 4.1734 -0.4044 -0.6638
C 3.4792 0.5714 0.1245
C 3.9919 0.8521 1.3718
C 5.1478 0.2135 1.8774
C 5.8001 -0.7243 1.1335
C 5.3279 -1.0569 -0.1594
C 5.9864 -2.0281 -0.9566
H 6.0426 -3.0848 -2.8006
H 4.0238 -1.9433 -3.7070
H 2.8462 -0.2648 -2.3502
H 3.4980 1.5810 2.0056
H 5.5100 0.4704 2.8662
H 6.6837 -1.2231 1.5154
H 6.8661 -2.5180 -0.5543
C -0.8465 -3.9799 -3.8107
N -0.2641 -3.2410 -2.7109
C 0.5332 -3.7416 -1.7106
C 0.8747 -2.6731 -0.9355
N 0.3081 -1.5277 -1.4329
C -0.3573 -1.9064 -2.4965
H -0.9743 -5.0187 -3.5149
H -0.2109 -3.9384 -4.6954
H -1.8255 -3.5675 -4.0498
H 0.7782 -4.7877 -1.6497
H 1.4998 -2.6607 -0.0583
H -0.9520 -1.2706 -3.1359
```

* HOMO: -7.23 eV
* electronic energy: -62081.1722 eV
* LUMO: -0.45 eV
* HOMO-LUMO gap: 6.8 eV